1.
C36H35Br2MnN4O7S8 | the ωB97M-V functional and the def2-TZVPD basis

Computed properties:
Frontier orbital gap (alpha / beta) ... 4.12 / 4.11 eV
Energy ... -11623.0688 a.u.
Molecular weight ... 1107.0 g mol⁻¹
Multiplicity ... 2
Net charge ... -1
Energy above the lowest of the compared OMol25 structures with the same formula, charge and spin ... 21.72 kcal/mol
HOMO level (alpha / beta) ... -3.07 / -3.07 eV

Each line ends with the Löwdin spin population.
CARTESIAN COORDINATES (ANGSTROEM)
Mn1 -0.78 0.46 -0.44  0.997
O1 -2.84 1.04 -0.02  0.006
S1 -3.94 1.70 0.74  0.000
C1 -3.54 1.51 2.50  0.000
C2 -3.33 0.06 2.92  0.000
C3 -2.46 -0.10 4.17  0.000
C4 -0.98 0.20 3.99  0.000
S2 -0.04 -0.75 2.72  0.002
O2 -0.72 -0.28 1.47  0.004
C5 -0.70 -2.36 3.10  0.001
C6 -1.74 -2.90 2.34  0.000
C7 -2.24 -4.15 2.69  0.000
C8 -1.71 -4.84 3.76  0.000
C9 -0.67 -4.30 4.51  0.000
C10 -0.15 -3.05 4.17  0.000
C11 -5.30 0.55 0.66  0.001
C12 -6.56 0.94 1.08  0.000
C13 -7.60 0.03 1.03  0.000
C14 -7.37 -1.26 0.55  0.000
C15 -6.11 -1.63 0.11  0.000
C16 -5.05 -0.72 0.16  0.000
H1 -4.35 2.00 3.05  0.000
H2 -2.63 2.12 2.62  0.000
H3 -2.88 -0.47 2.08  0.000
H4 -4.30 -0.39 3.11  0.000
H5 -2.57 -1.12 4.53  0.000
H6 -2.84 0.55 4.96  0.000
H7 -0.45 0.03 4.93  0.000
H8 -0.79 1.23 3.69  0.000
H9 -2.10 -2.36 1.48  0.000
H10 -3.01 -4.60 2.08  0.000
H11 -2.08 -5.83 4.00  0.000
H12 -0.24 -4.85 5.33  0.000
H13 0.69 -2.64 4.71  0.000
H14 -6.73 1.95 1.44  0.000
H15 -8.59 0.32 1.36  0.000
H16 -8.19 -1.97 0.51  0.000
H17 -5.93 -2.62 -0.27  0.000
H18 -4.06 -0.99 -0.19  0.000
S3 -1.49 -7.24 0.26  0.000
C17 -1.00 -5.66 0.06  0.000
S4 -1.90 -4.48 -0.80  -0.001
C18 -0.87 -3.08 -0.55  0.000
C19 0.27 -3.31 0.17  0.002
S5 1.55 -2.28 0.71  0.003
S6 0.45 -4.99 0.69  0.001
S7 -1.64 -1.63 -1.17  -0.005
Br1 4.11 0.40 -1.92  0.000
C20 2.54 0.85 -2.88  0.001
C21 2.65 1.25 -4.22  0.000
C22 1.55 1.59 -4.95  0.001
Br2 1.78 2.15 -6.75  0.000
C23 0.26 1.58 -4.36  0.000
C24 -0.94 1.95 -5.00  -0.004
C25 -2.11 1.91 -4.30  0.000
C26 -2.11 1.51 -2.96  -0.005
N1 -1.00 1.16 -2.33  -0.004
C27 0.17 1.18 -3.02  0.000
C28 1.31 0.78 -2.23  0.001
O3 1.12 0.45 -1.00  0.009
H19 3.63 1.29 -4.67  0.000
H20 -0.92 2.26 -6.04  0.000
H21 -3.05 2.18 -4.77  0.000
H22 -3.02 1.45 -2.38  0.000
C29 4.14 7.20 -2.87  0.000
C30 2.73 6.62 -2.81  0.000
S8 2.71 4.85 -2.65  0.000
O4 1.33 4.43 -2.72  0.000
O5 3.69 4.30 -3.54  0.000
C31 3.32 4.52 -1.00  0.000
C32 2.41 4.93 0.17  0.000
N2 1.14 4.23 0.20  -0.001
C33 1.03 2.90 0.44  -0.003
N3 -0.21 2.48 0.24  -0.002
C34 -0.95 3.56 -0.12  -0.001
C35 -0.14 4.65 -0.15  0.000
N4 -0.52 5.97 -0.52  0.000
O6 -1.69 6.15 -0.77  0.000
O7 0.34 6.84 -0.57  0.000
C36 2.12 2.07 1.00  -0.001
H23 4.09 8.25 -3.17  0.000
H24 4.74 6.66 -3.60  0.000
H25 4.63 7.16 -1.90  0.000
H26 2.18 6.78 -3.74  0.000
H27 2.13 7.02 -2.00  0.000
H28 4.27 5.04 -0.93  0.000
H29 3.52 3.45 -1.00  0.000
H30 2.22 6.00 0.15  0.000
H31 2.94 4.70 1.10  0.000
H32 -1.99 3.51 -0.38  0.000
H33 2.69 2.64 1.74  0.000
H34 2.80 1.70 0.23  0.000
H35 1.69 1.18 1.46  0.000

---

2.
C36H35Cl6EuN6O5S3 | the ωB97M-V functional and the def2-TZVPD basis

Computed properties:
Frontier orbital gap (alpha / beta) ... 7.26 / 8.19 eV
Energy ... -6763.5072 a.u.
Molecular weight ... 1092.6 g mol⁻¹
Multiplicity ... 8
Net charge ... +1
Energy above the lowest of the compared OMol25 structures with the same formula, charge and spin ... 62.15 kcal/mol
HOMO level (alpha / beta) ... -9.38 / -10.32 eV

Each line ends with the Löwdin spin population.
CARTESIAN COORDINATES (ANGSTROEM)
Eu1 -0.28 -0.16 -0.03  7.029
Cl1 -1.03 -7.01 4.45  0.000
C1 -0.95 -5.47 3.73  0.000
C2 -1.72 -4.38 4.23  0.000
Cl2 -2.78 -4.57 5.58  0.000
C3 -1.72 -3.21 3.51  0.000
Cl3 -2.68 -1.88 4.08  0.000
C4 -0.98 -3.02 2.31  0.000
O1 -0.99 -1.94 1.56  -0.007
C5 -0.16 -4.11 1.91  0.000
Cl4 0.79 -4.00 0.44  0.001
C6 -0.11 -5.29 2.65  0.000
Cl5 0.88 -6.50 1.92  0.000
C7 -5.67 0.01 0.00  0.000
O2 -4.69 0.79 0.74  0.000
C8 -3.42 0.59 0.71  0.000
O3 -2.79 0.11 -0.25  -0.006
N1 -2.91 0.87 1.94  0.001
N2 -1.49 0.73 2.26  -0.004
H1 -5.89 0.45 -0.96  0.000
H2 -6.49 0.04 0.65  0.000
H3 -5.24 -0.97 -0.26  0.000
H4 -3.59 1.00 2.67  0.000
H5 -1.34 -0.26 2.58  0.000
H6 -1.16 1.38 3.01  0.000
Cl6 4.02 -2.81 -3.84  0.000
C9 3.78 -1.94 -2.37  0.000
C10 4.79 -1.16 -1.85  0.000
C11 4.52 -0.34 -0.73  0.000
C12 3.18 -0.26 -0.35  0.000
N3 2.26 -1.05 -0.81  -0.004
C13 2.52 -1.92 -1.74  0.001
H7 5.80 -1.19 -2.24  0.000
H8 5.25 0.38 -0.23  0.000
H9 3.00 0.47 0.36  0.000
H10 1.74 -2.54 -2.06  0.000
S1 -0.96 -1.87 -2.38  -0.007
C14 -1.96 -3.00 -1.80  0.000
N4 -2.16 -3.31 -0.52  0.001
C15 -2.85 -4.54 -0.19  0.000
C16 -3.57 -4.98 -1.49  0.000
S2 -2.56 -4.34 -2.82  0.000
H11 -1.86 -2.76 0.28  0.000
H12 -3.62 -4.33 0.57  0.000
H13 -2.09 -5.26 0.16  0.000
H14 -4.58 -4.56 -1.60  0.000
H15 -3.75 -6.03 -1.67  0.000
N5 4.83 -0.97 5.53  0.000
C17 4.86 -0.08 4.54  0.000
O4 5.77 0.65 4.19  0.000
C18 3.55 -0.10 3.78  0.001
C19 3.07 1.13 3.35  0.000
C20 2.00 1.09 2.50  0.001
N6 1.47 -0.03 2.05  -0.006
C21 1.88 -1.20 2.48  0.001
C22 2.94 -1.31 3.36  0.000
H16 5.63 -1.15 6.16  0.000
H17 3.93 -1.34 5.89  0.000
H18 3.60 2.04 3.60  0.000
H19 1.67 2.00 1.98  0.000
H20 1.28 -2.08 2.15  0.000
H21 3.19 -2.32 3.70  0.000
O5 0.48 2.26 -0.47  -0.005
S3 -0.23 3.58 -0.48  0.000
C23 1.02 4.89 -0.67  0.000
C24 1.89 4.84 -1.91  0.000
C25 1.49 5.61 -3.00  0.000
C26 2.32 5.83 -4.08  0.000
C27 3.47 5.06 -4.18  0.000
C28 3.82 4.10 -3.21  0.000
C29 3.02 4.00 -2.09  0.000
C30 -1.09 3.91 -2.02  0.000
C31 -2.09 2.86 -2.34  0.000
C32 -3.45 3.04 -1.96  0.000
C33 -4.38 2.10 -2.49  0.000
C34 -4.01 1.02 -3.33  0.000
C35 -2.68 0.89 -3.76  0.000
C36 -1.77 1.84 -3.30  0.001
H22 1.80 4.80 0.17  0.000
H23 0.45 5.86 -0.72  0.000
H24 0.55 6.15 -2.96  0.000
H25 1.99 6.49 -4.90  0.000
H26 4.16 5.16 -5.03  0.000
H27 4.71 3.51 -3.49  0.000
H28 3.16 3.26 -1.27  0.000
H29 -0.32 3.97 -2.89  0.000
H30 -1.46 4.89 -1.76  0.000
H31 -3.78 3.82 -1.31  0.000
H32 -5.42 2.16 -2.22  0.000
H33 -4.69 0.23 -3.75  0.000
H34 -2.38 -0.02 -4.29  0.000
H35 -0.73 1.69 -3.65  0.000

---

3.
C36H35ClMnN2O5P2 | the ωB97M-V functional and the def2-TZVPD basis

Computed properties:
Frontier orbital gap (alpha / beta) ... 5.79 / 7.80 eV
Energy ... -4172.4880 a.u.
Molecular weight ... 728.0 g mol⁻¹
Multiplicity ... 6
Net charge ... 0
Energy above the lowest of the compared OMol25 structures with the same formula, charge and spin ... 25.91 kcal/mol
HOMO level (alpha / beta) ... -5.92 / -8.09 eV

Each line ends with the Löwdin spin population.
CARTESIAN COORDINATES (ANGSTROEM)
Mn1 0.77 -1.42 -0.27  4.300
O1 2.71 -2.36 -0.51  0.074
C1 2.75 -1.12 -0.52  0.020
C2 3.56 0.00 -0.67  0.030
C3 4.98 0.04 -0.58  0.090
C4 5.62 1.25 -0.60  0.005
C5 4.90 2.46 -0.74  0.144
C6 3.52 2.43 -0.86  -0.003
C7 2.84 1.23 -0.82  0.120
P1 1.07 0.95 -0.96  0.005
C8 0.76 0.58 -2.72  0.013
C9 1.80 0.43 -3.63  0.007
C10 1.53 0.06 -4.94  0.000
C11 0.22 -0.15 -5.35  0.006
C12 -0.82 0.00 -4.45  0.000
C13 -0.55 0.36 -3.14  0.008
C14 0.39 2.63 -0.71  -0.005
C15 0.50 3.16 0.58  0.001
C16 0.16 4.48 0.83  0.000
C17 -0.31 5.28 -0.21  -0.001
C18 -0.45 4.75 -1.48  0.000
C19 -0.09 3.43 -1.73  -0.002
H1 5.53 -0.89 -0.48  0.006
H2 6.70 1.29 -0.52  -0.004
H3 5.43 3.40 -0.76  0.010
H4 2.97 3.36 -0.98  -0.003
H5 2.82 0.59 -3.32  0.001
H6 2.34 -0.06 -5.65  0.000
H7 0.01 -0.44 -6.37  0.000
H8 -1.84 -0.17 -4.76  0.000
H9 -1.36 0.47 -2.43  0.000
H10 0.89 2.54 1.38  0.001
H11 0.27 4.89 1.82  0.000
H12 -0.58 6.31 -0.02  0.000
H13 -0.81 5.36 -2.29  0.000
H14 -0.17 3.03 -2.74  0.000
O2 -3.67 -5.34 -0.91  0.000
C20 -4.34 -4.20 -0.95  0.000
O3 -5.54 -4.15 -1.11  0.000
C21 -3.54 -2.95 -0.79  0.000
C22 -4.05 -1.68 -0.65  0.001
Cl1 -5.66 -1.14 -0.58  0.001
N1 -3.02 -0.82 -0.50  0.003
N2 -1.84 -1.48 -0.52  0.028
C23 -2.15 -2.75 -0.71  0.003
C24 -1.02 -3.74 -0.80  0.011
O4 -1.29 -4.94 -0.68  0.011
O5 0.12 -3.24 -1.00  0.045
C25 -3.11 0.58 -0.25  0.000
C26 -3.72 1.40 -1.19  0.000
C27 -3.85 2.75 -0.92  0.000
C28 -3.36 3.28 0.27  0.000
C29 -2.73 2.46 1.18  0.000
C30 -2.59 1.10 0.92  0.000
H15 -2.68 -5.19 -0.81  0.000
H16 -4.11 0.98 -2.10  0.000
H17 -4.34 3.39 -1.64  0.000
H18 -3.47 4.34 0.47  0.000
H19 -2.34 2.87 2.10  0.000
H20 -2.11 0.44 1.63  0.000
C31 -1.60 -2.42 4.16  0.002
C32 -1.26 -2.31 2.68  0.006
P2 0.45 -1.79 2.24  0.041
C33 1.43 -3.17 2.95  0.006
C34 2.94 -3.07 2.77  0.000
C35 0.77 -0.36 3.34  0.007
C36 2.06 0.40 3.00  0.005
H21 -2.62 -2.79 4.29  0.000
H22 -1.54 -1.45 4.66  0.000
H23 -0.94 -3.11 4.68  0.000
H24 -1.95 -1.62 2.19  0.000
H25 -1.41 -3.27 2.18  0.000
H26 1.05 -4.07 2.46  0.000
H27 1.17 -3.25 4.02  0.001
H28 3.20 -2.95 1.72  -0.001
H29 3.41 -3.98 3.13  0.000
H30 3.36 -2.24 3.33  0.000
H31 0.77 -0.70 4.38  0.001
H32 -0.10 0.31 3.23  0.000
H33 2.94 -0.15 3.34  0.000
H34 2.07 1.37 3.49  0.000
H35 2.17 0.55 1.93  0.005